[1]
DFT (the ωB97M-V functional and the def2-TZVPD basis) results for a molecular structure, C30H50P2SW in a non-equilibrium geometry.

gap between HOMO and LUMO (spin up / spin down) = 0.231 / 0.242 hartree
net charge = +2
LUMO (spin up / spin down) = -7.390 / -7.420 eV
HOMO energy (spin up / spin down) = -0.50214 / -0.51458 hartree
2S+1 = 3

Element x y z (Å)
W -0.0495 0.0199 0.2950
C -1.6873 1.5389 0.1702
C -2.2130 0.6489 -0.8185
C -1.9703 -0.5478 1.1449
C -1.6878 0.8371 1.4260
C -2.3060 -0.6429 -0.2426
C -1.6860 3.0084 0.0079
H -1.3262 3.2716 -0.9860
H -1.0611 3.4928 0.7497
H -2.7033 3.4035 0.1105
C -1.7026 1.4503 2.7757
H -1.4935 2.5295 2.7310
H -0.9629 0.9769 3.4384
H -2.6907 1.3127 3.2576
C -2.1737 -1.6269 2.1381
H -3.2443 -1.7410 2.3637
H -1.6537 -1.4255 3.0779
H -1.8112 -2.5847 1.7432
C -3.0375 -1.7806 -0.8399
H -4.1287 -1.6688 -0.7185
H -2.7536 -2.7188 -0.3632
H -2.8180 -1.8343 -1.9140
C -2.8408 1.0963 -2.0932
H -3.8470 1.5649 -1.9331
H -3.0021 0.2529 -2.7891
H -2.2048 1.8507 -2.5942
C 1.5805 0.4484 -3.3365
C 0.5599 1.3028 -3.4914
C -0.0424 1.5574 -4.8440
C -0.9131 0.4239 -5.4814
C -1.0270 -0.8495 -4.6812
C -0.0056 -1.6809 -4.5694
C 1.3305 -1.3757 -5.2174
C 2.1796 -0.2657 -4.5262
H 0.7495 1.7811 -5.5793
H -0.5250 0.2331 -6.5042
H -0.6951 2.4408 -4.7701
H 2.4301 0.4643 -5.3181
H 2.0791 0.2907 -2.3612
H 0.1826 1.9128 -2.6532
H 3.1220 -0.7421 -4.2084
H 1.9451 -2.2922 -5.1926
H -0.0539 -2.6543 -4.0452
H 1.2068 -1.0984 -6.2857
H -1.9264 0.8407 -5.5976
H -2.0274 -1.0365 -4.2513
P 1.7362 1.8650 0.6162
C 1.4053 2.7237 2.1997
H 2.2684 3.3525 2.4450
H 1.2576 2.0271 3.0281
H 0.5264 3.3696 2.1273
C 3.4300 1.2346 0.8325
H 4.0731 2.0224 1.2444
H 3.8233 0.9298 -0.1422
H 3.4689 0.3714 1.5018
C 1.9596 3.2953 -0.4737
H 2.4008 2.9821 -1.4226
H 2.6236 4.0199 0.0110
H 0.9938 3.7702 -0.6587
P 0.9880 -2.4203 -0.1254
C -0.1809 -3.6805 -0.7507
H 0.3246 -4.5507 -1.1810
H -0.8325 -3.2329 -1.5088
H -0.8081 -4.0321 0.0755
C 2.5793 -2.6182 -1.0091
H 2.4435 -2.7006 -2.0919
H 3.1059 -3.5184 -0.6648
H 3.1958 -1.7409 -0.7929
C 1.4467 -3.3086 1.4391
H 1.7050 -4.3471 1.2112
H 0.6224 -3.3133 2.1581
H 2.3116 -2.8448 1.9215
S 0.9057 -0.5503 2.2438
C 1.1930 -0.1304 4.1740
C 2.4510 0.3551 4.5235
C 2.6894 0.7210 5.8583
C 1.6882 0.5124 6.8196
C 0.4610 -0.0648 6.4648
C 0.2170 -0.4186 5.1239
H 3.2189 0.4678 3.7577
H 3.6375 1.1772 6.1341
H 1.8660 0.8083 7.8535
H -0.3113 -0.2228 7.2131
H -0.7116 -0.8955 4.8157


[2]
DFT (the ωB97M-V functional and the def2-TZVPD basis) results for a molecular structure, C30H51BrN4OsP2 in a non-equilibrium geometry.

gap between HOMO and LUMO (spin up / spin down) = 0.223 / 0.143 hartree
net charge = +4
LUMO (spin up / spin down) = -12.294 / -15.091 eV
ΔE to the lowest compared entry with this formula, charge and spin = 0.420 eV
HOMO energy (spin up / spin down) = -0.67501 / -0.69744 hartree
2S+1 = 5

Element x y z (Å)
C 1.7491 3.5790 -0.7103
C 0.9645 2.6565 -1.4290
C 0.9223 2.7612 -2.8345
C 1.7587 3.7041 -3.4483
N 2.5729 4.4914 -2.7625
C 2.5581 4.4647 -1.4390
C 0.0929 1.7191 -0.7044
C -1.0290 1.6662 -0.0617
C -2.2750 2.0952 0.4564
C -2.9634 1.1227 1.2198
C -4.3132 1.2774 1.4597
C -4.8825 2.4429 0.9769
C -4.1928 3.5171 0.4051
C -2.8493 3.3391 0.1238
Os -0.2114 -0.1209 0.2201
P 1.9641 -0.6223 -0.4522
H 0.2341 2.1566 -3.4249
H 1.6867 3.6443 0.3780
H 1.7516 3.8015 -4.5314
H 3.2030 5.1618 -0.9097
H -2.2562 4.1205 -0.3608
H -2.4575 0.1974 1.5422
H -4.7199 4.4341 0.1685
H -4.8884 0.5076 1.9657
C 2.4833 -2.3548 -0.0913
C 3.6215 -2.9263 -0.9412
H 1.5799 -2.9786 -0.1872
H 2.7606 -2.3640 0.9747
H 3.7823 -3.9737 -0.6562
H 3.3974 -2.9164 -2.0152
H 4.5682 -2.3992 -0.7713
C 2.1807 -0.3644 -2.2803
C 3.4828 0.2687 -2.7708
H 1.3368 0.2727 -2.5853
H 2.0268 -1.3334 -2.7730
H 3.4266 0.3996 -3.8610
H 3.6498 1.2675 -2.3451
H 4.3575 -0.3640 -2.5708
C 3.2567 0.4282 0.3646
C 4.7314 0.0175 0.3229
H 2.9349 0.4766 1.4138
H 3.1344 1.4440 -0.0437
H 5.3238 0.7768 0.8520
H 4.9209 -0.9342 0.8314
H 5.1342 -0.0326 -0.6964
Br -6.7853 2.5249 1.1089
P -1.3689 -1.4800 -1.3973
C -0.3776 -2.5253 -2.5565
C -1.0223 -3.7681 -3.1725
H 0.5221 -2.8314 -2.0003
H -0.0416 -1.8525 -3.3598
H -0.2630 -4.2724 -3.7869
H -1.3555 -4.4867 -2.4127
H -1.8654 -3.5316 -3.8354
C -2.4492 -2.6666 -0.4846
C -3.7880 -3.0359 -1.1146
H -2.6299 -2.2190 0.5056
H -1.8531 -3.5759 -0.3126
H -4.3304 -3.7015 -0.4309
H -4.4273 -2.1619 -1.2819
H -3.6822 -3.5732 -2.0646
C -2.4375 -0.4128 -2.4548
C -2.9655 -0.9870 -3.7703
H -1.8378 0.4841 -2.6730
H -3.2708 -0.0778 -1.8187
H -3.5582 -0.2138 -4.2762
H -2.1610 -1.2698 -4.4585
H -3.6258 -1.8521 -3.6343
C 0.0781 2.6398 3.5793
N 0.1614 1.2984 4.1637
C 0.0318 1.2385 5.6099
C 0.2196 0.2251 3.3470
N 0.5553 0.4816 2.0604
N -0.0605 -1.0468 3.6960
C -0.2703 -1.6220 5.0183
C 0.0398 -2.0550 2.6556
H -0.2223 3.3314 4.3676
H -0.6690 2.6821 2.7725
H 1.0571 2.9690 3.1945
H -0.9577 0.8790 5.9204
H 0.8334 0.6378 6.0532
H 0.1301 2.2553 5.9936
H 0.9987 1.3964 1.9872
H -1.1515 -2.2725 4.9721
H 0.5916 -2.2479 5.3007
H -0.4364 -0.8903 5.7987
H -0.4147 -1.6742 1.7156
H 1.0862 -2.3374 2.4779
H -0.5367 -2.9295 2.9796


[3]
DFT (the ωB97M-V functional and the def2-TZVPD basis) results for a molecular structure, C30H51BrN4P2Ti in a non-equilibrium geometry.

gap between HOMO and LUMO (spin up / spin down) = 0.269 / 0.148 hartree
net charge = +2
LUMO (spin up / spin down) = -4.650 / -8.111 eV
ΔE to the lowest compared entry with this formula, charge and spin = 2.305 eV
HOMO energy (spin up / spin down) = -0.44030 / -0.44577 hartree
2S+1 = 3

Element x y z (Å)
C -1.3329 -4.9261 1.0246
C -1.5381 -3.9930 -0.0019
C -2.4949 -4.3077 -0.9772
C -3.1507 -5.5544 -0.9179
N -2.8970 -6.4662 0.0227
C -2.0341 -6.1488 0.9894
C -0.7844 -2.7417 -0.0529
C -0.1426 -1.7872 -0.7200
C 0.6489 -0.8996 -1.5186
C 0.4328 0.5020 -1.3990
C 1.4653 1.4241 -1.5796
C 2.6699 0.9827 -2.1618
C 2.8051 -0.3677 -2.5318
C 1.8054 -1.2980 -2.2365
Ti -0.1516 -1.4205 1.1990
P -1.0477 0.6729 1.8982
H -2.7578 -3.5945 -1.7571
H -0.6655 -4.7097 1.8561
H -3.8845 -5.8181 -1.6826
H -1.8570 -6.8989 1.7703
H 1.9351 -2.3596 -2.4939
H -0.5653 0.8424 -1.1025
H 3.6981 -0.6558 -3.0763
H 1.3585 2.4868 -1.3422
C 0.3272 1.8877 1.8440
C -0.0844 3.3300 1.6065
H 1.0238 1.5861 1.0471
H 0.8740 1.7786 2.7956
H 0.8024 3.9666 1.7053
H -0.4645 3.4672 0.5889
H -0.8292 3.6889 2.3226
C -2.4591 1.1837 0.8862
C -3.5879 0.1478 0.8793
H -2.1163 1.3735 -0.1427
H -2.8007 2.1494 1.2838
H -4.4698 0.5916 0.4026
H -3.3209 -0.7552 0.3116
H -3.8701 -0.1610 1.8952
C -1.6123 0.6979 3.6341
C -2.2215 2.0141 4.1123
H -0.7464 0.4350 4.2595
H -2.3381 -0.1220 3.7452
H -2.4945 1.9253 5.1704
H -1.5198 2.8501 4.0364
H -3.1345 2.2731 3.5647
Br 4.0302 2.1838 -2.5366
P -0.9486 1.7120 -4.2733
C -1.0885 2.9295 -2.9487
C -1.8641 4.1481 -3.5102
H -0.0807 3.2415 -2.6393
H -1.6185 2.4733 -2.1012
H -2.4485 4.6197 -2.7137
H -1.1790 4.8984 -3.9238
H -2.5552 3.8422 -4.3115
C 0.7943 1.7850 -4.8211
C 0.8947 1.8678 -6.3500
H 1.3030 0.8921 -4.4411
H 1.2791 2.6532 -4.3509
H 1.9472 1.9913 -6.6346
H 0.5135 0.9526 -6.8170
H 0.3252 2.7256 -6.7274
C -1.2547 -0.0410 -4.0933
C -1.8556 -0.6140 -5.3995
H -1.9368 -0.1592 -3.2377
H -0.2904 -0.5071 -3.8476
H -1.9725 -1.7017 -5.3078
H -2.8372 -0.1660 -5.6080
H -1.2161 -0.4059 -6.2686
C 1.5273 -0.6988 5.7084
N 2.4893 -0.9606 4.6430
C 3.9026 -0.8848 4.9981
C 2.0551 -1.1856 3.3817
N 0.8248 -1.6464 3.1242
N 2.8473 -0.9296 2.3116
C 3.9751 -0.0039 2.2947
C 2.1606 -1.1236 1.0370
H 2.0939 -0.4659 6.6117
H 0.8932 -1.5736 5.9014
H 0.8928 0.1698 5.4749
H 4.4903 -1.6377 4.4526
H 4.3211 0.1201 4.8275
H 3.9709 -1.0799 6.0724
H 0.3421 -2.0056 3.9481
H 4.9066 -0.5027 2.5950
H 4.1335 0.3588 1.2696
H 3.8023 0.8804 2.9323
H 1.7773 -2.1803 0.9896
H 1.3453 -0.3018 0.9229
H 2.8354 -0.9407 0.2090


> Which formula does entry 2 have?

C30H51BrN4OsP2